Molecular formula: C25H61BNO14P3
Method: DFT, ωB97M-V/def2-TZVPD

The SMILES is CB(N)CCCCOC(C)=O.CCOP(=O)(OCC)OCC.CCOP(=O)(OCC)OCC.CCOP(=O)(OCC)OCC. The HOMO-LUMO gap comes out at 6.98 eV. The calculation puts the max |F| at 0.188 hartree/bohr.

```
! RIJCOSX wB97M-V def2-TZVPD def2/J DEFGRID3
* xyz 0 1
C 3.305 4.130 3.259
B 1.771 4.263 2.668
N 1.117 5.656 2.811
C 0.887 3.064 1.971
C 1.850 1.956 1.172
C 2.112 2.483 -0.359
C 3.327 1.713 -1.156
O 4.315 1.054 -0.289
C 5.331 1.989 0.218
C 6.186 1.535 1.582
O 5.684 3.158 -0.324
H 3.463 3.085 3.812
H 4.139 4.263 2.421
H 3.430 4.952 4.099
H 0.587 5.611 3.709
H 0.506 5.844 1.986
H 0.238 2.495 2.796
H 0.088 3.528 1.217
H 1.299 0.904 1.129
H 2.851 1.811 1.761
H 1.116 2.238 -0.971
H 2.199 3.673 -0.393
H 2.803 0.841 -1.781
H 3.787 2.437 -1.965
H 5.651 1.928 2.550
H 7.315 1.911 1.534
H 6.262 0.347 1.667
C -5.480 0.290 0.555
C -4.407 -0.714 0.938
O -3.525 -0.959 -0.142
P -2.432 0.228 -0.512
O -1.462 -0.160 0.631
O -1.540 -0.582 -1.660
C -0.134 -0.729 -1.531
C 0.194 -2.099 -0.962
O -3.516 0.662 -1.789
C -3.628 -0.032 -3.028
C -4.094 -1.473 -2.918
H -5.044 1.275 0.374
H -6.222 0.386 1.353
H -5.987 -0.015 -0.367
H -3.846 -0.368 1.812
H -4.876 -1.668 1.199
H 0.299 0.078 -0.930
H 0.301 -0.643 -2.531
H -0.343 -2.296 -0.027
H 1.267 -2.197 -0.776
H -0.110 -2.883 -1.663
H -2.695 0.050 -3.594
H -4.378 0.516 -3.610
H -3.349 -2.109 -2.433
H -4.279 -1.890 -3.911
H -5.012 -1.545 -2.329
C -10.048 -1.573 4.715
C -9.550 -2.654 3.772
O -10.138 -2.526 2.490
P -9.598 -1.290 1.530
O -8.321 -2.047 1.090
O -10.411 -1.672 0.128
C -9.717 -1.862 -1.096
C -9.507 -3.347 -1.348
O -11.026 -0.445 2.021
C -12.328 -0.680 1.495
C -12.883 -2.071 1.748
H -9.705 -0.588 4.392
H -9.680 -1.747 5.731
H -11.143 -1.546 4.734
H -8.459 -2.627 3.691
H -9.831 -3.637 4.163
H -8.772 -1.309 -1.111
H -10.337 -1.447 -1.896
H -9.022 -3.844 -0.500
H -8.900 -3.508 -2.243
H -10.471 -3.847 -1.487
H -12.361 -0.418 0.433
H -12.987 0.037 1.999
H -12.335 -2.837 1.195
H -13.927 -2.128 1.433
H -12.821 -2.332 2.808
C 13.092 -0.936 -3.256
C 11.670 -1.315 -3.630
O 10.752 -0.912 -2.630
P 10.407 0.704 -2.526
O 9.413 0.677 -3.712
O 9.190 0.641 -1.392
C 7.911 1.199 -1.655
C 6.948 0.106 -2.088
O 11.519 0.734 -1.200
C 11.221 0.283 0.117
C 10.889 -1.195 0.232
H 13.214 0.150 -3.243
H 13.805 -1.351 -3.974
H 13.342 -1.303 -2.255
H 11.393 -0.878 -4.595
H 11.595 -2.403 -3.722
H 7.970 2.007 -2.392
H 7.549 1.648 -0.725
H 7.339 -0.478 -2.928
H 5.982 0.530 -2.376
H 6.786 -0.603 -1.269
H 10.443 0.909 0.565
H 12.126 0.467 0.707
H 9.940 -1.440 -0.250
H 10.803 -1.485 1.282
H 11.660 -1.808 -0.240
*
```